# C20H25BF13O14S

A cluster of 5 separate species, C20H25BF13O14S in total in a non-equilibrium geometry (ωB97M-V/def2-TZVPD, OMol25).

CARTESIAN COORDINATES (ANGSTROEM)
F: -1.665 0.372 1.269
C: -1.470 1.176 0.133
F: -2.125 0.468 -0.925
C: -2.264 2.574 0.210
C: -3.680 2.377 0.964
C: -4.590 3.667 0.806
C: -6.005 3.560 1.560
C: -6.623 2.069 1.409
C: -8.112 1.830 1.989
O: -8.752 1.329 0.789
B: -7.961 1.448 -0.473
O: -6.598 1.918 -0.029
C: 0.043 1.311 -0.333
F: 0.100 2.259 -1.373
F: 0.391 0.077 -0.946
S: 1.312 1.631 0.990
F: 1.168 0.140 1.675
F: 2.535 1.089 -0.069
F: 1.560 3.154 0.305
F: 0.260 2.353 2.030
F: 2.523 1.952 2.079
H: -1.685 3.373 0.768
H: -2.395 2.963 -0.858
H: -3.407 2.208 2.063
H: -4.136 1.431 0.523
H: -4.768 3.933 -0.282
H: -4.051 4.561 1.278
H: -6.750 4.241 1.025
H: -5.883 3.856 2.662
H: -5.949 1.376 2.018
H: -8.044 0.896 2.635
H: -8.629 2.691 2.533
H: -8.473 2.335 -1.103
H: -7.745 0.409 -1.039
C: 4.714 -0.704 1.043
C: 5.964 -0.667 1.866
O: 6.406 -2.010 1.840
C: 5.962 -2.518 0.657
O: 6.367 -3.533 0.166
O: 5.006 -1.727 0.097
F: 5.693 -0.326 3.149
H: 3.833 -0.990 1.624
H: 4.512 0.243 0.546
H: 6.746 -0.015 1.468
C: -0.837 -2.828 -1.861
C: 0.374 -3.610 -1.458
O: -0.083 -4.946 -1.483
C: -1.070 -4.977 -2.424
O: -1.502 -5.977 -2.909
O: -1.496 -3.725 -2.747
F: 0.753 -3.305 -0.189
H: -1.494 -2.603 -1.017
H: -0.582 -1.895 -2.365
H: 1.227 -3.500 -2.134
C: 2.460 3.498 -3.351
C: 3.798 2.874 -3.107
O: 4.657 3.621 -3.945
C: 4.094 4.859 -4.038
O: 4.665 5.827 -4.435
O: 2.800 4.854 -3.612
F: 3.815 1.580 -3.513
H: 1.951 3.077 -4.223
H: 1.800 3.417 -2.487
H: 4.144 2.941 -2.072
C: 2.910 -5.281 1.459
C: 4.159 -5.237 2.281
O: 4.609 -6.576 2.260
C: 4.168 -7.089 1.076
O: 4.575 -8.098 0.590
O: 3.207 -6.302 0.515
F: 3.885 -4.895 3.566
H: 2.032 -5.569 2.043
H: 2.704 -4.333 0.962
H: 4.937 -4.582 1.880

Computed properties:
net charge: -1
frontier orbital gap: 3.32 eV
HOMO: -3.891 eV
DFT total energy: -3551.74743 Ha

These are the Löwdin partial charges, in e, on atoms 1 to 4: F 0.07; C -0.34; F 0.05; C -0.09



# C20H25Br2GeMoN2O2Se

A structure of composition C20H25Br2GeMoN2O2Se (ωB97M-V/def2-TZVPD, OMol25).

CARTESIAN COORDINATES (ANGSTROEM)
Mo: -1.031 0.473 -1.012
C: -1.725 -2.145 -3.382
C: -1.905 -2.545 -1.952
C: -2.326 -3.858 -1.647
C: -2.518 -4.246 -0.354
C: -2.290 -3.325 0.693
C: -2.441 -3.597 2.080
Br: -2.986 -5.302 2.649
C: -2.190 -2.630 3.013
C: -1.778 -1.340 2.620
Br: -1.437 -0.044 3.925
C: -1.634 -1.045 1.290
O: -1.197 0.174 0.852
C: -1.881 -2.035 0.319
N: -1.689 -1.658 -0.991
H: -2.694 -1.901 -3.824
H: -1.312 -2.971 -3.961
H: -1.072 -1.281 -3.487
H: -2.496 -4.548 -2.462
H: -2.843 -5.250 -0.119
H: -2.306 -2.844 4.066
O: 0.683 0.013 -1.796
N: 1.385 -1.140 -1.657
C: 1.458 -1.748 -0.463
C: 2.212 -2.894 -0.337
C: 2.892 -3.388 -1.441
C: 2.806 -2.718 -2.654
C: 2.040 -1.580 -2.744
H: 0.930 -1.275 0.353
H: 2.270 -3.375 0.629
H: 3.496 -4.281 -1.355
H: 3.333 -3.065 -3.531
H: 1.915 -0.980 -3.634
C: -4.467 3.650 -3.165
Ge: -3.016 2.729 -2.280
C: -3.726 1.297 -1.109
C: -1.827 1.771 -3.525
C: -1.849 3.950 -1.283
Se: -0.427 2.945 -0.397
C: -1.082 3.092 1.430
H: -5.046 2.965 -3.783
H: -4.062 4.434 -3.805
H: -5.134 4.111 -2.438
H: -4.350 0.634 -1.710
H: -4.357 1.744 -0.338
H: -3.119 0.603 -0.492
H: -2.376 1.339 -4.362
H: -1.363 0.875 -3.067
H: -1.014 2.387 -3.905
H: -2.365 4.531 -0.520
H: -1.374 4.653 -1.967
H: -2.105 2.731 1.488
H: -1.010 4.138 1.711
H: -0.439 2.481 2.056

Computed properties:
relative energy (zero: lowest compared OMol25 entry of this formula, charge and spin): 0.0 kcal per mole
net charge: +2
frontier orbital gap (spin up / spin down): 6.85 / 7.12 eV
HOMO (spin up / spin down): -13.752 / -13.847 eV
DFT total energy: -10731.11164 Ha
2S+1: 2

These are the Löwdin partial charges, in e, on atoms 1 to 4: Mo 1.29; C -0.01; C -0.28; C 0.02



# C20H25Br2IN3O4PdS

A structure of composition C20H25Br2IN3O4PdS (ωB97M-V/def2-TZVPD, OMol25).

CARTESIAN COORDINATES (ANGSTROEM)
Pd: 0.160 -0.366 1.060
Br: 2.034 0.701 4.217
C: 1.760 -1.101 3.832
C: 2.267 -2.037 4.731
C: 2.114 -3.380 4.468
C: 1.429 -3.768 3.322
C: 0.938 -2.783 2.499
N: 1.114 -1.458 2.722
C: 0.091 -3.111 1.335
O: -0.006 -4.181 0.812
O: -0.641 -2.069 0.830
H: 2.776 -1.688 5.619
H: 2.513 -4.119 5.151
H: 1.255 -4.805 3.070
C: 2.483 1.615 0.890
O: 1.038 1.520 1.055
C: 0.539 2.628 1.857
C: -0.915 2.425 2.133
O: -1.072 1.084 2.583
C: -2.361 0.822 3.167
H: 2.946 1.781 1.860
H: 2.698 2.444 0.217
H: 2.849 0.683 0.469
H: 0.719 3.552 1.304
H: 1.103 2.650 2.788
H: -1.538 2.604 1.252
H: -1.223 3.128 2.913
H: -2.467 1.393 4.089
H: -2.407 -0.241 3.389
H: -3.161 1.098 2.475
C: 0.702 -0.220 -4.215
N: 0.407 -1.463 -3.517
C: 0.097 -2.676 -4.305
C: -0.078 -3.762 -3.229
N: 0.225 -3.024 -1.987
C: 0.476 -1.764 -2.231
S: 1.082 -0.545 -1.080
H: -0.149 0.035 -4.846
H: 1.581 -0.353 -4.846
H: 0.886 0.583 -3.509
H: 0.918 -2.884 -4.990
H: -0.805 -2.499 -4.889
H: 0.624 -4.585 -3.343
H: -1.086 -4.169 -3.186
H: 0.122 -3.451 -1.069
Br: -4.436 1.263 -1.635
C: -2.932 2.363 -1.933
C: -2.995 3.566 -2.616
C: -1.823 4.289 -2.796
C: -0.605 3.825 -2.311
C: -0.529 2.620 -1.622
C: -1.711 1.929 -1.451
I: -1.906 0.085 -0.470
H: -3.940 3.927 -3.001
H: -1.863 5.230 -3.328
H: 0.296 4.402 -2.468
H: 0.410 2.253 -1.236

Computed properties:
relative energy (zero: lowest compared OMol25 entry of this formula, charge and spin): 0.0 kcal per mole
net charge: +3
frontier orbital gap: 5.50 eV
HOMO: -17.887 eV
DFT total energy: -7213.06007 Ha

These are the Löwdin partial charges, in e, on atoms 1 to 4: Pd 0.81; Br 1.01; C -0.67; C -0.05



# C20H25Cl4NO3SSbSr

A structure of composition C20H25Cl4NO3SSbSr (ωB97M-V/def2-TZVPD, OMol25).

CARTESIAN COORDINATES (ANGSTROEM)
Sr: -0.783 1.599 1.660
Cl: 1.239 7.664 -1.690
C: 0.702 6.038 -1.406
C: 0.473 5.185 -2.465
Cl: 0.712 5.721 -4.098
C: 0.050 3.870 -2.208
Cl: -0.266 2.787 -3.536
C: -0.143 3.380 -0.918
O: -0.504 2.150 -0.660
C: 0.071 4.287 0.192
O: -0.137 3.854 1.402
C: 0.496 5.584 -0.094
Cl: 0.766 6.648 1.253
O: -2.476 -0.168 1.916
N: -2.997 -0.785 2.950
C: -4.007 -1.652 2.703
C: -4.622 -2.354 3.701
C: -4.182 -2.158 5.014
C: -3.159 -1.279 5.252
C: -2.525 -0.555 4.217
S: -1.258 0.545 4.513
H: -4.260 -1.719 1.656
H: -5.425 -3.034 3.458
H: -4.643 -2.692 5.834
H: -2.793 -1.100 6.252
C: 2.394 -3.405 -0.834
C: 1.434 -2.765 0.161
C: 0.148 -3.576 0.302
Sb: 0.930 -0.675 -0.194
C: -0.271 -0.753 -1.989
C: 0.227 -1.673 -3.094
C: -1.738 -1.004 -1.655
C: 2.791 -0.025 -1.075
C: 3.902 -0.093 -0.031
C: 2.644 1.387 -1.634
H: 2.627 -4.433 -0.533
H: 3.338 -2.863 -0.904
H: 1.966 -3.449 -1.836
H: 1.923 -2.733 1.140
H: -0.371 -3.657 -0.657
H: -0.546 -3.124 1.014
H: 0.363 -4.594 0.643
H: -0.187 0.287 -2.310
H: 0.098 -2.727 -2.834
H: 1.281 -1.511 -3.330
H: -0.346 -1.494 -4.010
H: -1.903 -2.000 -1.236
H: -2.346 -0.921 -2.562
H: -2.114 -0.271 -0.941
H: 3.015 -0.721 -1.888
H: 3.697 0.592 0.796
H: 4.861 0.204 -0.467
H: 4.023 -1.093 0.391
H: 2.357 2.097 -0.854
H: 1.883 1.451 -2.412
H: 3.593 1.728 -2.060

Computed properties:
relative energy (zero: lowest compared OMol25 entry of this formula, charge and spin): 0.0 kcal per mole
net charge: -1
frontier orbital gap: 6.24 eV
HOMO: -3.890 eV
DFT total energy: -3567.64567 Ha

These are the Löwdin partial charges, in e, on atoms 1 to 4: Sr 1.32; Cl 0.60; C -0.73; C -0.73



# C20H25ClIrN5O2S

A structure of composition C20H25ClIrN5O2S (ωB97M-V/def2-TZVPD, OMol25).

CARTESIAN COORDINATES (ANGSTROEM)
Ir: -0.239 0.223 -1.198
N: 1.190 0.282 -2.893
C: 1.510 -1.115 -3.258
C: 1.198 -2.119 -2.145
O: 1.594 -3.256 -2.290
O: 0.510 -1.680 -1.135
H: 0.776 0.803 -3.657
H: 2.044 0.753 -2.618
H: 2.569 -1.228 -3.487
H: 0.948 -1.410 -4.142
Cl: 0.555 -1.838 2.043
C: -0.974 -2.389 1.393
C: -1.280 -3.725 1.591
C: -2.482 -4.228 1.123
C: -3.363 -3.375 0.480
C: -3.032 -2.043 0.296
C: -1.821 -1.502 0.726
C: -1.492 -0.063 0.455
H: -0.573 -4.362 2.105
H: -2.726 -5.272 1.268
H: -4.316 -3.747 0.124
H: -3.733 -1.382 -0.196
H: -1.022 0.362 1.347
H: -2.421 0.495 0.322
C: 5.736 1.728 2.428
C: 4.396 1.976 3.116
C: 3.776 3.302 2.680
C: 3.413 0.819 2.933
N: 2.811 0.768 1.599
C: 1.551 0.956 1.244
N: 1.467 0.783 -0.053
N: 2.709 0.461 -0.480
N: 3.522 0.454 0.504
H: 6.422 2.549 2.640
H: 5.618 1.655 1.346
H: 6.195 0.803 2.779
H: 4.572 2.019 4.195
H: 3.685 3.354 1.593
H: 4.403 4.135 2.996
H: 2.783 3.448 3.113
H: 2.581 0.920 3.629
H: 3.889 -0.145 3.111
H: 0.748 1.219 1.908
S: -1.520 1.851 -2.095
C: -3.201 1.280 -2.161
C: -4.245 2.193 -2.021
C: -5.562 1.778 -2.147
C: -5.854 0.448 -2.416
C: -4.821 -0.465 -2.562
C: -3.501 -0.053 -2.439
H: -4.016 3.230 -1.811
H: -6.365 2.496 -2.033
H: -6.883 0.126 -2.515
H: -5.037 -1.505 -2.774
H: -2.693 -0.765 -2.562

Computed properties:
relative energy (zero: lowest compared OMol25 entry of this formula, charge and spin): 36.3 kcal per mole
frontier orbital gap (spin up / spin down): 7.17 / 6.96 eV
HOMO (spin up / spin down): -7.662 / -7.877 eV
DFT total energy: -2164.07175 Ha

These are the Löwdin partial charges, in e, on atoms 1 to 4: Ir 1.06; N -0.11; C -0.14; C -0.64



# C20H25ClN2O4S2

The molecule C20H25ClN2O4S2 in a non-equilibrium geometry (ωB97M-V/def2-TZVPD, OMol25).

CARTESIAN COORDINATES (ANGSTROEM)
C: 4.638 -0.798 6.159
C: 3.525 0.238 6.285
O: 3.601 1.243 5.293
C: 3.171 0.989 4.031
C: 2.582 -0.190 3.589
C: 2.162 -0.315 2.274
C: 2.333 0.723 1.369
N: 1.953 0.599 0.013
C: 1.065 1.595 -0.549
C: -0.273 1.710 0.193
O: -0.815 2.783 0.354
N: -0.765 0.544 0.649
C: -1.994 0.492 1.404
C: -3.179 -0.026 0.592
S: -3.277 -1.843 0.491
C: -2.225 -2.232 -0.962
C: -2.576 -1.396 -2.148
C: -3.888 -1.344 -2.608
C: -4.229 -0.559 -3.692
C: -3.244 0.185 -4.325
Cl: -3.662 1.172 -5.682
C: -1.932 0.144 -3.886
C: -1.603 -0.644 -2.796
S: 1.915 -0.903 -0.702
C: 3.589 -1.512 -0.439
O: 0.971 -1.783 -0.054
O: 1.704 -0.693 -2.101
C: 2.926 1.905 1.811
C: 3.332 2.036 3.119
H: 4.571 -1.508 6.979
H: 5.606 -0.305 6.197
H: 4.565 -1.338 5.218
H: 3.634 0.782 7.228
H: 2.539 -0.241 6.277
H: 2.423 -1.023 4.256
H: 1.687 -1.231 1.961
H: 1.537 2.581 -0.546
H: 0.882 1.306 -1.586
H: -0.294 -0.329 0.455
H: -2.205 1.520 1.718
H: -1.850 -0.136 2.288
H: -4.109 0.268 1.078
H: -3.163 0.372 -0.422
H: -1.177 -2.131 -0.684
H: -2.440 -3.286 -1.148
H: -4.649 -1.919 -2.100
H: -5.247 -0.521 -4.045
H: -1.172 0.721 -4.388
H: -0.576 -0.692 -2.467
H: 3.630 -2.526 -0.818
H: 4.250 -0.865 -1.000
H: 3.814 -1.484 0.618
H: 3.066 2.726 1.126
H: 3.784 2.950 3.467

Computed properties:
relative energy (zero: lowest compared OMol25 entry of this formula, charge and spin): 4.2 kcal per mole
frontier orbital gap: 8.71 eV
HOMO: -8.415 eV
DFT total energy: -2444.16669 Ha
structure (SMILES): CCOc1ccc(N(CC(=O)NCCSCc2ccc(Cl)cc2)S(C)(=O)=O)cc1

These are the Löwdin partial charges, in e, on atoms 1 to 4: C -0.06; C -0.24; O -0.05; C -0.27



# C20H25ClN2OZr

A structure of composition C20H25ClN2OZr in a non-equilibrium geometry (ωB97M-V/def2-TZVPD, OMol25).

CARTESIAN COORDINATES (ANGSTROEM)
C: -0.074 -0.175 -5.170
C: 1.297 0.341 -5.622
C: -0.314 -1.541 -5.816
C: -1.185 0.770 -5.640
Cl: -0.112 -0.322 -3.456
H: -0.278 -1.386 -6.898
H: -1.295 -1.943 -5.558
H: 0.460 -2.261 -5.545
H: 1.277 0.458 -6.713
H: 2.088 -0.382 -5.382
H: 1.528 1.320 -5.186
H: -1.102 0.866 -6.729
H: -1.086 1.769 -5.203
H: -2.175 0.353 -5.416
C: 1.363 -2.234 2.181
C: 0.606 -3.235 1.468
C: 0.897 -3.106 0.067
H: 0.034 -4.039 1.930
C: 1.829 -2.039 -0.098
C: 2.145 -1.517 1.197
H: 2.958 -0.829 1.418
H: 1.463 -2.151 3.262
H: 0.583 -3.795 -0.716
H: 2.289 -1.739 -1.034
C: -2.608 -0.316 1.706
C: -2.318 -1.658 2.143
C: -2.234 -2.488 0.962
H: -2.391 -2.016 3.175
C: -2.428 -1.651 -0.193
C: -2.693 -0.322 0.276
H: -3.038 0.510 -0.337
H: -2.911 0.502 2.368
H: -2.207 -3.575 0.957
H: -2.484 -1.977 -1.226
Zr: -0.302 -1.085 1.068
N: 1.537 5.017 4.824
C: 1.064 3.800 5.235
O: 0.860 3.540 6.418
C: 0.828 2.791 4.161
C: 1.060 2.985 2.798
C: 0.792 1.984 1.874
N: 0.323 0.767 2.272
C: 0.108 0.550 3.593
C: 0.338 1.539 4.534
H: 1.661 5.712 5.539
H: 1.626 5.294 3.860
H: 1.448 3.918 2.413
H: 0.930 2.122 0.799
H: -0.280 -0.432 3.877
H: 0.122 1.308 5.562

Computed properties:
net charge: +2
frontier orbital gap: 6.76 eV
HOMO: -15.281 eV
DFT total energy: -1468.58619 Ha

These are the Löwdin partial charges, in e, on atoms 1 to 4: C -1.04; C -0.11; C -0.12; C -0.11



# C20H25F15O10

A cluster of 5 separate species, C20H25F15O10 in total in a non-equilibrium geometry (ωB97M-V/def2-TZVPD, OMol25).

CARTESIAN COORDINATES (ANGSTROEM)
C: 2.594 -6.612 3.358
C: 1.684 -6.986 2.202
O: 1.178 -5.858 1.486
C: 0.114 -5.998 0.602
O: -0.610 -7.055 0.585
C: -0.409 -4.731 -0.139
F: -1.741 -4.628 -0.144
F: 0.166 -3.645 0.362
F: -0.059 -4.940 -1.384
H: 3.342 -5.838 3.187
H: 3.110 -7.439 3.845
H: 1.932 -6.314 4.171
H: 0.959 -7.647 2.679
H: 2.312 -7.544 1.508
C: -2.988 8.691 1.674
C: -1.921 8.469 2.772
O: -0.820 7.751 2.126
C: -0.399 6.641 2.733
O: -1.011 6.087 3.602
C: 0.941 6.145 2.221
F: 0.734 5.008 1.600
F: 1.529 6.947 1.342
F: 1.795 6.019 3.236
H: -3.515 7.763 1.451
H: -2.605 8.999 0.701
H: -3.641 9.474 2.060
H: -2.393 8.013 3.642
H: -1.514 9.424 3.105
C: -7.921 5.359 -1.667
C: -7.366 3.966 -1.175
O: -5.954 3.980 -0.959
C: -5.290 4.000 0.220
O: -5.925 3.818 1.254
C: -3.818 4.074 0.084
F: -3.400 5.381 0.246
F: -3.283 3.381 1.045
F: -3.503 3.632 -1.138
H: -8.851 5.381 -2.234
H: -7.137 5.650 -2.367
H: -7.917 6.019 -0.799
H: -7.678 3.272 -1.955
H: -7.922 3.630 -0.300
C: 4.034 -6.835 -1.244
C: 4.593 -5.585 -1.883
O: 6.052 -5.622 -1.649
C: 6.963 -6.030 -2.608
O: 6.576 -6.211 -3.803
C: 8.464 -6.149 -2.156
F: 8.514 -6.187 -0.860
F: 8.898 -7.273 -2.621
F: 9.259 -5.241 -2.659
H: 3.829 -6.786 -0.175
H: 4.675 -7.708 -1.366
H: 3.036 -7.009 -1.648
H: 4.093 -4.760 -1.376
H: 4.479 -5.536 -2.966
C: -0.426 2.476 -0.721
C: -0.802 1.016 -0.841
O: 0.376 0.308 -0.993
C: 0.466 -0.935 -1.509
O: -0.573 -1.637 -1.617
C: 1.861 -1.378 -2.034
F: 1.744 -1.579 -3.333
F: 2.783 -0.497 -1.762
F: 2.119 -2.540 -1.394
H: -1.263 2.987 -0.244
H: -0.278 2.882 -1.721
H: 0.432 2.566 -0.055
H: -1.453 0.838 -1.697
H: -1.248 0.684 0.096

Computed properties:
relative energy (zero: lowest compared OMol25 entry of this formula, charge and spin): 34.3 kcal per mole
net charge: +1
frontier orbital gap (spin up / spin down): 6.02 / 2.00 eV
HOMO (spin up / spin down): -12.497 / -12.497 eV
DFT total energy: -3027.04229 Ha
2S+1: 2

These are the Löwdin partial charges, in e, on atoms 1 to 4: C -0.04; C -0.19; O 0.11; C -0.06